# 1
{"formula": "H72NO39", "method": "ωB97M-V/def2-TZVPD", "elements": ["N", "O", "O", "O", "O", "H", "H", "O", "H", "H", "O", "H", "H", "O", "H", "H", "O", "H", "H", "O", "H", "H", "O", "H", "H", "O", "H", "H", "O", "H", "H", "O", "H", "H", "O", "H", "H", "O", "H", "H", "O", "H", "H", "O", "H", "H", "O", "H", "H", "O", "H", "H", "O", "H", "H", "O", "H", "H", "O", "H", "H", "O", "H", "H", "O", "H", "H", "O", "H", "H", "O", "H", "H", "O", "H", "H", "O", "H", "H", "O", "H", "H", "O", "H", "H", "O", "H", "H", "O", "H", "H", "O", "H", "H", "O", "H", "H", "O", "H", "H", "O", "H", "H", "O", "H", "H", "O", "H", "H", "O", "H", "H"], "positions_angstrom": [[0.1236, -0.3215, 0.2962], [0.1300, 0.5653, 1.1201], [0.3164, 0.0015, -0.8600], [0.1058, -1.5344, 0.6437], [2.9400, -3.1579, -1.2877], [3.4775, -2.3684, -1.3507], [2.0586, -2.8339, -1.1019], [-3.9608, 2.6469, 2.5368], [-4.1652, 3.3665, 3.1339], [-4.5837, 1.9581, 2.7690], [-1.9396, -3.8039, -0.0321], [-1.8600, -3.3000, 0.7778], [-1.0667, -3.7689, -0.4233], [-1.9310, -0.2715, -3.6505], [-1.5492, 0.1098, -2.8599], [-1.3337, -0.0152, -4.3532], [0.1712, -1.3754, 4.8998], [-0.3873, -0.6426, 4.6405], [0.2221, -1.9265, 4.1188], [3.9876, -0.7349, -3.7572], [4.2582, -0.8934, -4.6616], [3.0538, -0.9448, -3.7458], [-2.2989, 2.1737, 0.4606], [-1.3975, 1.9020, 0.6338], [-2.7409, 2.0912, 1.3056], [3.8032, 2.8283, -0.1719], [2.8969, 2.7261, -0.4623], [4.3171, 2.3342, -0.8105], [3.8485, -2.2329, 4.4224], [4.6493, -1.9278, 4.8489], [3.7557, -1.6689, 3.6546], [-1.8566, -2.8367, -4.3417], [-2.0427, -1.9056, -4.2210], [-1.5848, -2.9105, -5.2565], [0.2280, 2.5353, 4.7199], [0.0781, 2.4362, 5.6600], [-0.5601, 2.1761, 4.3121], [-4.3309, -0.9583, -3.4776], [-3.4592, -0.5646, -3.5154], [-4.2972, -1.5436, -2.7210], [-3.0839, -0.9411, 3.1133], [-3.5931, -0.8311, 2.3103], [-3.3273, -1.8092, 3.4348], [-1.8953, 1.3003, 3.8380], [-1.9700, 0.4721, 3.3640], [-2.7672, 1.6908, 3.7778], [1.2619, -3.1020, 2.7850], [0.9821, -2.5403, 2.0621], [2.1654, -2.8377, 2.9584], [1.8210, 2.2751, 2.6499], [1.4263, 2.2082, 3.5193], [1.2503, 1.7526, 2.0863], [-0.2787, 5.1516, 4.1049], [0.1825, 5.3167, 3.2825], [-0.1243, 4.2242, 4.2847], [-3.1657, 3.2337, -2.1296], [-3.1522, 2.5948, -1.4170], [-3.8178, 3.8804, -1.8598], [4.2570, -3.4298, 1.5035], [5.0669, -3.0113, 1.2117], [3.7326, -3.5187, 0.7076], [4.8927, 1.3344, -2.3879], [4.5706, 0.5360, -2.8063], [5.8314, 1.3415, -2.5749], [3.6029, 0.1701, 2.2449], [4.4953, 0.4792, 2.4009], [3.0777, 0.9687, 2.1945], [1.3733, -1.2376, -3.2819], [1.1799, -0.9950, -2.3763], [0.7486, -0.7341, -3.8039], [1.1153, -4.8274, 4.9790], [0.1736, -4.7258, 4.8404], [1.5174, -4.3645, 4.2440], [0.1104, -4.3520, -2.9158], [-0.5502, -4.0103, -3.5183], [0.7736, -3.6632, -2.8710], [1.4599, 2.5979, -1.4636], [0.6662, 3.1295, -1.4031], [1.1759, 1.7149, -1.2271], [-3.3267, 5.0038, 0.5742], [-3.4166, 5.5582, 1.3494], [-2.7847, 4.2705, 0.8652], [-0.7290, 4.2499, -1.3071], [-0.9161, 5.1739, -1.1415], [-1.5667, 3.8820, -1.5882], [1.4564, 1.9141, -4.1110], [0.5024, 1.9419, -4.1849], [1.6472, 2.3727, -3.2928], [0.5167, -5.4335, 1.8555], [0.7236, -4.5395, 2.1282], [1.3264, -5.9225, 2.0021], [-3.7210, -1.4103, 0.1878], [-3.0850, -2.1215, 0.2648], [-4.4353, -1.7822, -0.3296], [-3.3849, -5.4340, -1.7932], [-3.9535, -5.8795, -1.1651], [-2.8816, -4.8150, -1.2643], [1.5974, 5.1033, 1.8772], [1.6832, 4.1502, 1.9004], [2.0609, 5.3666, 1.0822], [-0.0199, -0.0214, -5.5365], [0.2068, -0.7585, -6.1034], [0.3807, 0.7384, -5.9589], [4.2725, -1.1290, -0.0875], [4.3182, -0.2715, -0.5103], [4.0210, -0.9379, 0.8161], [-1.0895, 2.7118, -4.3534], [-1.7393, 2.3359, -4.9472], [-1.5220, 2.7217, -3.4995], [-4.8787, 0.7345, -0.8755], [-4.4464, 0.0103, -0.4229], [-5.0765, 1.3659, -0.1838]], "forces_ev_per_a": [[1.7, -1.7, 0.8], [-1.0, 1.4, 2.3], [-0.3, -0.2, -2.9], [-0.6, 0.4, -0.4], [-0.2, -0.9, -0.2], [0.3, 0.4, 0.2], [-0.3, 0.1, 0.2], [-0.3, -0.2, 0.2], [0.0, 0.4, 0.1], [-0.4, -0.3, 0.0], [-0.7, 0.3, 0.2], [0.5, -0.2, 0.4], [0.6, 0.0, -0.3], [0.4, 0.6, 0.4], [0.2, 0.0, 0.6], [0.5, 0.2, -0.7], [-0.2, 0.2, 0.4], [-0.1, 0.3, 0.0], [0.3, -0.4, -0.3], [1.0, -0.2, -0.3], [0.2, 0.0, -0.1], [-1.2, -0.1, 0.4], [-0.2, 0.2, -0.4], [0.7, -0.2, 0.0], [-0.1, 0.0, 0.2], [0.7, 0.2, 1.0], [-0.5, 0.1, -0.4], [0.1, -0.2, -0.5], [-0.2, -0.3, 0.2], [0.1, 0.0, 0.1], [0.0, 0.5, -0.4], [0.2, -0.8, -0.4], [-0.1, 0.3, 0.5], [-0.1, -0.2, -0.3], [0.7, 0.4, 0.7], [0.2, -0.1, 0.3], [-0.9, -0.6, -0.5], [-1.3, -0.4, 0.0], [0.1, 0.3, 0.0], [0.0, -0.2, 0.0], [-0.1, 0.0, 0.1], [-0.1, -0.1, -0.7], [0.1, -0.2, 0.2], [0.4, 0.4, 0.3], [0.0, -0.6, -0.1], [0.0, 0.2, -0.1], [-0.2, 0.4, 0.3], [-0.3, 0.6, -0.7], [0.7, 0.0, 0.1], [0.7, 0.3, -0.9], [-0.2, 0.0, 0.7], [-0.4, -0.3, -0.4], [-0.7, 0.7, 0.2], [0.4, 0.2, -0.4], [0.3, -0.4, 0.2], [0.3, 0.1, -0.6], [-0.1, -0.6, 0.6], [-0.2, 0.3, 0.1], [0.0, -0.2, 0.8], [0.1, 0.1, -0.2], [-0.3, 0.0, -0.7], [0.5, 0.8, 0.8], [-0.5, -0.7, -0.7], [0.2, 0.1, 0.0], [0.5, -1.1, 0.2], [0.2, 0.2, 0.0], [-0.6, 0.8, 0.2], [0.2, -0.7, -0.3], [-0.2, 0.2, 0.6], [-0.1, 0.4, -0.3], [0.2, -0.4, 0.6], [-0.1, 0.0, -0.1], [-0.1, 0.1, 0.0], [0.2, -0.5, 0.5], [-0.5, 0.4, -0.1], [0.3, 0.3, -0.1], [0.5, 0.0, -0.1], [-0.6, 0.8, 0.2], [-0.2, -0.7, 0.2], [-0.4, 0.3, -0.2], [0.0, 0.3, 0.1], [0.4, -0.6, -0.1], [0.7, 0.1, 0.1], [0.1, 0.2, 0.2], [-0.8, -0.2, -0.2], [0.6, -0.7, -0.9], [-0.3, 0.4, 0.1], [0.2, 0.2, 0.6], [-0.7, -0.8, -0.5], [0.3, 0.3, 0.2], [0.1, -0.1, 0.0], [-0.3, 0.1, 0.6], [0.5, -0.3, -0.5], [-0.3, -0.4, -0.1], [-0.4, -0.2, -0.5], [0.0, -0.1, 0.1], [0.3, 0.2, 0.3], [-0.2, 0.6, 0.0], [0.2, -0.8, 0.2], [0.1, 0.1, -0.2], [-0.3, -0.2, -0.3], [0.0, -0.4, -0.1], [0.4, 0.5, 0.2], [0.5, -0.2, -0.8], [0.1, 0.5, -0.2], [-0.4, 0.3, 0.6], [0.1, 0.0, -0.4], [-0.3, 0.0, -0.1], [-0.4, 0.2, 0.4], [-0.5, 0.5, -0.3], [0.5, 0.1, 0.1], [-0.1, 0.2, 0.1]], "lowdin_charge": [-0.5519, -0.0014, -0.0031, -0.0151, -0.0425, -0.0009, 0.0163, -0.0269, 0.0803, 0.0702, -0.0330, 0.0330, 0.0523, -0.0358, 0.0810, 0.0126, -0.0393, -0.0013, -0.0095, -0.0367, 0.0580, -0.0032, -0.0354, 0.0244, -0.0109, -0.0731, -0.0345, -0.0259, -0.0405, 0.0354, -0.0118, -0.0344, -0.0172, 0.0452, -0.0479, 0.0844, -0.0043, -0.0584, -0.0552, 0.0142, -0.0256, 0.0217, 0.0663, -0.0402, 0.0072, 0.0203, -0.0509, 0.0291, 0.0426, -0.0384, 0.0116, 0.0110, -0.0774, -0.0176, -0.0384, -0.0357, 0.0091, 0.0605, -0.0486, 0.0297, 0.0007, -0.0482, -0.0266, 0.0476, -0.0350, 0.0647, 0.0034, -0.0341, 0.0168, 0.0043, -0.0540, 0.0282, -0.0127, -0.0520, -0.0194, -0.0090, -0.0441, 0.0099, 0.0229, -0.0478, 0.0354, -0.0039, -0.0353, 0.0600, -0.0201, -0.0701, -0.0453, -0.0027, -0.0650, -0.0492, 0.0337, -0.0298, 0.0211, 0.0654, -0.0588, 0.0207, -0.0295, -0.0498, -0.0023, 0.0421, -0.0269, 0.0791, 0.0690, -0.0562, 0.0263, -0.0073, -0.0236, 0.0593, 0.0160, -0.0452, -0.0401, 0.0240], "molar_mass_g_mol": 710.54, "e_homo_ha": -0.2944, "lumo_ev": 1.1, "total_charge": -1, "gap_ev": 9.1, "relative_energy_ev": 3.238}

# 2
{"formula": "C23H30ClN3O3PPdSbTe", "method": "ωB97M-V/def2-TZVPD", "elements": ["Pd", "C", "C", "C", "C", "C", "C", "N", "Sb", "C", "C", "C", "C", "C", "C", "N", "C", "C", "C", "C", "C", "C", "N", "H", "H", "H", "H", "H", "H", "H", "H", "H", "H", "H", "H", "H", "H", "H", "H", "H", "H", "Cl", "C", "H", "H", "C", "C", "O", "P", "O", "Te", "O", "C", "C", "H", "H", "H", "H", "H", "H", "H", "H", "H", "H"], "positions_angstrom": [[-0.1233, -0.4903, -1.1781], [-3.5379, -1.4518, -2.1668], [-2.7651, -2.4402, -1.3470], [-2.9959, -3.8067, -1.4209], [-2.2119, -4.6714, -0.6722], [-1.2366, -4.1483, 0.1609], [-1.1075, -2.7656, 0.2356], [-1.8373, -1.9396, -0.5210], [0.3084, -2.0325, 1.6641], [-1.1933, -1.7727, 3.1863], [-1.1039, -2.4564, 4.3919], [-2.1031, -2.2620, 5.3361], [-3.1386, -1.3954, 5.0422], [-3.1512, -0.7420, 3.8106], [-4.2327, 0.2326, 3.4465], [-2.1940, -0.9355, 2.9033], [0.4384, 0.1165, 1.3997], [1.2790, 0.6954, 2.3356], [1.2430, 2.0752, 2.4812], [0.3669, 2.8061, 1.7020], [-0.4011, 2.1657, 0.7321], [-1.3599, 2.9239, -0.1259], [-0.3276, 0.8386, 0.5693], [-3.8266, -1.8703, -3.1301], [-2.9362, -0.5570, -2.3218], [-4.4478, -1.1578, -1.6385], [-3.7679, -4.1846, -2.0784], [-2.3568, -5.7420, -0.7452], [-0.5826, -4.7953, 0.7314], [-0.2749, -3.1250, 4.5864], [-2.0729, -2.7790, 6.2871], [-3.9356, -1.2200, 5.7532], [-5.1175, 0.1049, 4.0688], [-4.5054, 0.1101, 2.3996], [-3.8683, 1.2538, 3.5747], [1.9349, 0.0831, 2.9414], [1.8750, 2.5714, 3.2073], [0.2829, 3.8784, 1.8160], [-1.3381, 3.9864, 0.1099], [-2.3698, 2.5414, 0.0325], [-1.1145, 2.7870, -1.1783], [1.6941, -2.8121, -1.5253], [0.5118, -1.8824, -2.4872], [-0.2923, -2.5556, -2.7845], [1.0210, -1.5063, -3.3655], [3.8998, 4.5256, -1.5636], [3.1677, 3.4386, -0.8107], [2.0169, 3.0044, -1.5679], [2.0851, 1.5647, -2.2649], [2.4374, 0.4648, -1.3392], [-0.0379, 1.2378, -3.3010], [3.2376, 1.8302, -3.3545], [3.7389, 0.6892, -4.0781], [4.9132, 0.0575, -3.3646], [4.7336, 4.8999, -0.9666], [3.2285, 5.3572, -1.7780], [4.2875, 4.1381, -2.5048], [2.7801, 3.8020, 0.1420], [3.8135, 2.5829, -0.6035], [4.0222, 1.0679, -5.0598], [2.9281, -0.0315, -4.2215], [5.6978, 0.7968, -3.1975], [5.3255, -0.7463, -3.9778], [4.5972, -0.3525, -2.4069]], "forces_ev_per_a": [[-0.4, -0.1, -1.4], [0.0, 0.0, 0.0], [0.0, 0.1, 0.0], [0.0, 0.0, 0.0], [0.0, 0.0, 0.0], [-0.2, 0.0, -0.1], [-0.1, -0.2, 0.1], [0.3, 0.1, 0.2], [0.5, -0.1, 0.2], [-0.1, 0.1, 0.0], [-0.1, 0.0, 0.0], [0.0, 0.0, 0.0], [0.0, 0.0, 0.0], [0.0, 0.0, 0.0], [0.0, 0.0, 0.0], [0.0, 0.0, 0.0], [0.0, -0.1, 0.1], [-0.1, 0.2, 0.0], [0.0, 0.0, 0.0], [0.0, 0.0, 0.0], [0.0, 0.0, 0.0], [0.0, 0.0, 0.0], [0.1, -0.2, 0.1], [0.0, 0.0, 0.0], [0.0, 0.0, 0.0], [0.0, 0.0, 0.0], [0.0, 0.0, 0.0], [0.0, 0.0, 0.0], [0.0, 0.0, 0.0], [0.0, 0.0, 0.0], [0.0, 0.0, 0.0], [0.0, 0.0, 0.0], [0.0, 0.0, 0.0], [0.0, 0.0, 0.0], [0.0, 0.0, 0.0], [0.0, 0.0, 0.0], [0.0, 0.0, 0.0], [0.0, 0.0, 0.0], [0.0, 0.0, 0.0], [0.0, 0.0, 0.0], [0.0, 0.0, 0.0], [0.1, 0.0, 0.0], [-0.4, 0.4, 0.2], [0.0, 0.0, 0.1], [0.1, 0.0, 0.1], [0.0, 0.0, 0.0], [0.0, 0.0, 0.0], [0.1, -0.1, 0.0], [-0.1, 0.3, 0.0], [0.3, -0.2, 0.3], [-0.1, -0.2, 0.1], [0.0, 0.0, 0.0], [0.0, 0.0, 0.0], [0.0, 0.0, 0.0], [0.0, 0.0, 0.0], [0.0, 0.0, 0.0], [0.0, 0.0, 0.0], [0.0, 0.0, 0.0], [0.0, 0.0, 0.0], [0.0, 0.0, 0.0], [0.0, 0.0, 0.0], [0.0, 0.0, 0.0], [0.0, 0.0, 0.0], [0.0, 0.0, 0.0]], "lowdin_charge": [0.4513, -0.0259, -0.3370, -0.0254, -0.0537, -0.1312, -0.5074, 0.0181, 1.4642, -0.4507, -0.1246, -0.0722, -0.0341, -0.3351, -0.0359, 0.0867, -0.4569, -0.1270, -0.0526, -0.0291, -0.3211, -0.0443, -0.0034, 0.0814, 0.0488, 0.0863, 0.1139, 0.1096, 0.0923, 0.0856, 0.1061, 0.1087, 0.0724, 0.0762, 0.0819, 0.0880, 0.1109, 0.1140, 0.0795, 0.0873, -0.0227, 0.4792, -0.7302, 0.0058, -0.0593, -0.0737, -0.2753, -0.2999, 0.0859, -0.3849, 0.6616, -0.2882, -0.2839, -0.0755, 0.0769, 0.0794, 0.0702, 0.1054, 0.1110, 0.1167, 0.0871, 0.0774, 0.0773, 0.0644], "molar_mass_g_mol": 818.72, "e_homo_ha": -0.2635, "lumo_ev": -0.1, "gap_ev": 7.1, "relative_energy_ev": 0.232}